Below is a molecular structure, C46H46HfN7O, with properties calculated with the ωB97M-V functional and the def2-TZVPD basis.

CARTESIAN COORDINATES (ANGSTROEM)
Hf (0.05088, -1.24025, -0.72701)
C (-4.69272, 0.90177, -0.14482)
C (-3.25780, 0.51666, -0.49230)
C (-3.25463, -0.89223, -1.08698)
C (-2.56519, 1.48465, -1.43815)
C (-3.27949, 2.23005, -2.36819)
C (-2.61688, 3.07001, -3.24992)
C (-1.23729, 3.18904, -3.19496)
C (-0.48419, 2.47838, -2.26299)
C (1.01791, 2.66747, -2.15668)
C (1.66489, 3.11323, -3.46362)
C (1.36458, 3.65469, -1.03788)
C (-1.16739, 1.61081, -1.40049)
N (-0.45815, 0.79062, -0.46285)
C (-0.45719, 1.21524, 0.85884)
C (-0.01137, 0.31520, 1.78667)
N (0.38529, -0.90291, 1.26877)
C (0.63851, -2.02950, 2.11365)
C (-0.30677, -3.06233, 2.08757)
C (-0.06326, -4.20696, 2.83876)
C (1.08886, -4.31055, 3.59671)
C (2.01192, -3.27460, 3.61531)
C (1.81454, -2.11818, 2.87066)
C (2.83974, -0.99783, 2.84750)
C (3.70903, -0.94974, 4.10086)
C (3.71655, -1.09735, 1.59687)
C (-1.62197, -2.91915, 1.33946)
C (-2.69568, -2.36047, 2.27986)
C (-2.07934, -4.18918, 0.63222)
C (-0.18935, 0.86422, 3.13756)
C (0.02872, 0.45443, 4.42435)
C (-0.32312, 1.33226, 5.48686)
C (-0.87657, 2.56646, 5.26902)
C (-1.12640, 3.00983, 3.94079)
C (-1.71689, 4.24092, 3.54391)
C (-1.91715, 4.51018, 2.21482)
C (-1.54858, 3.59875, 1.18786)
C (-0.96572, 2.41282, 1.54456)
C (-0.77029, 2.14202, 2.92378)
H (-5.07657, 0.24173, 0.63430)
H (-5.36346, 0.81835, -1.00189)
H (-4.73879, 1.92496, 0.22752)
H (-2.69447, 0.49593, 0.44316)
H (-3.82922, -0.91878, -2.01585)
H (-3.67159, -1.63246, -0.40343)
H (-2.24153, -1.25729, -1.36290)
H (-4.35928, 2.16815, -2.40244)
H (-3.17974, 3.64750, -3.97191)
H (-0.74043, 3.85961, -3.88335)
H (1.44795, 1.70058, -1.88255)
H (1.38762, 4.13755, -3.71981)
H (1.39169, 2.46576, -4.29849)
H (2.75053, 3.09201, -3.36107)
H (0.91481, 4.63001, -1.23966)
H (2.44580, 3.78873, -0.97534)
H (1.00884, 3.31444, -0.06784)
H (-0.77660, -5.02056, 2.83926)
H (1.27119, -5.20357, 4.17956)
H (2.90305, -3.37596, 4.21945)
H (2.29652, -0.05264, 2.79255)
H (4.39259, -1.79922, 4.15302)
H (3.10719, -0.93910, 5.01098)
H (4.31794, -0.04563, 4.08948)
H (4.23663, -2.05810, 1.56542)
H (4.46918, -0.30778, 1.58862)
H (3.11761, -0.99199, 0.69091)
H (-1.54589, -2.11271, 0.56693)
H (-2.83549, -3.05057, 3.11336)
H (-3.65465, -2.24771, 1.76962)
H (-2.39414, -1.39449, 2.68940)
H (-2.39125, -4.93751, 1.36090)
H (-1.28694, -4.62147, 0.02171)
H (-2.94553, -3.98248, 0.00086)
H (0.45616, -0.51364, 4.65442)
H (-0.14565, 1.00499, 6.50299)
H (-1.13278, 3.20305, 6.10672)
H (-2.01429, 4.96211, 4.29505)
H (-2.37189, 5.44971, 1.92911)
H (-1.72890, 3.86158, 0.15286)
O (0.66080, -3.30106, -0.90398)
N (1.76313, -2.60496, -1.11625)
C (2.87731, -3.22471, -1.29223)
C (4.05884, -2.44980, -1.53139)
N (4.99447, -1.81876, -1.73988)
C (2.93952, -4.65557, -1.26300)
N (2.98903, -5.80155, -1.23900)
N (-0.72817, -0.30761, -5.07791)
C (-1.09695, -0.69116, -3.85259)
N (-0.07676, -0.79778, -3.02262)
C (1.04990, -0.42001, -3.77646)
C (2.39024, -0.29762, -3.41690)
C (3.28479, 0.07232, -4.39738)
C (2.86550, 0.33369, -5.71215)
C (1.53839, 0.24661, -6.07565)
C (0.64697, -0.13126, -5.07707)
H (-1.35472, -0.16948, -5.85365)
H (-2.12401, -0.89059, -3.59865)
H (2.73489, -0.46067, -2.40544)
H (4.33227, 0.16556, -4.14436)
H (3.59971, 0.62097, -6.45203)
H (1.21065, 0.46188, -7.08343)

Atoms 1-6, force components in eV/Å:
-0.1361 -0.1620 -0.0620
-0.0205 0.0284 0.0176
0.0023 -0.0251 -0.0559
-0.0084 -0.0157 0.0380
0.0673 -0.0147 0.0292
0.0037 -0.0037 -0.0229

Properties
* LUMO level: -3.90 eV
* net charge: +1
* HOMO: -9.37 eV
* energy above the lowest of the compared OMol25 structures with the same formula, charge and spin: 11.5 kcal per mole

---

Below is a molecular structure, C36H51B2N12O7P2RbS3 at a distorted geometry, with properties calculated with the ωB97M-V functional and the def2-TZVPD basis.

CARTESIAN COORDINATES (ANGSTROEM)
Rb (3.80224, 0.91635, 1.59351)
C (-0.39901, 5.04845, 2.37067)
C (-1.14947, 3.82749, 1.94395)
C (-2.21066, 3.35734, 2.62915)
C (-2.85049, 2.14413, 2.22629)
N (-2.33159, 1.40127, 1.31507)
N (-1.19746, 1.81224, 0.69000)
B (-0.65657, 0.67896, -0.17860)
N (-1.04944, 0.93290, -1.68279)
N (-2.16693, 1.28997, -2.27609)
C (-2.06408, 1.58640, -3.54877)
C (-0.81685, 1.52494, -4.22744)
C (0.33460, 1.19401, -3.58054)
C (1.70103, 1.14729, -4.18824)
C (0.16299, 0.91088, -2.21068)
S (1.22347, 0.56392, -0.92319)
C (-3.33245, 1.98980, -4.28737)
C (-3.67895, 0.89336, -5.30321)
C (-4.49798, 2.16756, -3.31478)
C (-3.08645, 3.31745, -5.01738)
N (-1.07783, -0.73077, 0.29486)
N (-1.44900, -1.49692, -0.75092)
C (-1.80609, -2.72232, -0.56486)
C (-1.85852, -3.26753, 0.74759)
C (-1.46611, -2.52262, 1.80496)
C (-1.51031, -3.06659, 3.19502)
C (-0.96539, -1.17727, 1.57904)
S (-0.26794, -0.26277, 2.78525)
C (-2.18535, -3.49179, -1.83325)
C (-1.01512, -3.43134, -2.82430)
C (-3.41757, -2.82726, -2.46229)
C (-2.50078, -4.95425, -1.52123)
C (-0.72338, 3.09419, 0.75720)
S (0.30144, 3.74103, -0.37955)
C (-4.10239, 1.63487, 2.92989)
C (-4.51332, 0.26469, 2.38923)
C (-3.81060, 1.50936, 4.43036)
C (-5.23944, 2.63960, 2.69554)
H (-0.95281, 5.58957, 3.13897)
H (-0.20135, 5.69904, 1.52047)
H (0.57394, 4.75385, 2.77701)
H (-2.56344, 3.89433, 3.50317)
H (-0.77547, 1.75707, -5.28579)
H (1.69701, 1.52892, -5.20846)
H (2.08242, 0.12303, -4.18926)
H (2.39408, 1.73785, -3.58322)
H (-3.84987, -0.05842, -4.79509)
H (-2.87414, 0.75181, -6.03034)
H (-4.58687, 1.16069, -5.85028)
H (-4.73252, 1.23399, -2.80227)
H (-5.37832, 2.49768, -3.87165)
H (-4.26312, 2.90928, -2.54963)
H (-2.36511, 3.20805, -5.83050)
H (-2.70902, 4.07440, -4.32661)
H (-4.02181, 3.68128, -5.44934)
H (-2.19919, -4.28238, 0.90596)
H (-2.03491, -4.02395, 3.21017)
H (-1.99660, -2.35757, 3.86703)
H (-0.49631, -3.20590, 3.56808)
H (-0.77739, -2.39334, -3.06448)
H (-1.27666, -3.95833, -3.74738)
H (-0.11730, -3.88837, -2.40144)
H (-3.20593, -1.77949, -2.68527)
H (-4.27124, -2.86386, -1.77960)
H (-3.69344, -3.34009, -3.38979)
H (-1.65512, -5.45124, -1.03947)
H (-2.71414, -5.48385, -2.45291)
H (-3.37653, -5.05077, -0.87279)
H (-3.71718, -0.46773, 2.54570)
H (-4.71256, 0.30699, 1.31674)
H (-5.41625, -0.07082, 2.90868)
H (-2.94408, 0.86320, 4.59210)
H (-4.67144, 1.07400, 4.94572)
H (-3.60032, 2.47957, 4.88724)
H (-5.46770, 2.70761, 1.62864)
H (-4.96968, 3.63875, 3.04794)
H (-6.14387, 2.32306, 3.22450)
C (3.86016, -3.27414, -2.82240)
C (2.86804, -2.55102, -2.12989)
N (3.09999, -2.53013, -0.82499)
N (4.23334, -3.23594, -0.64510)
C (4.70975, -3.69407, -1.82085)
B (4.89145, -3.48142, 0.74277)
N (5.95360, -2.40835, 1.07400)
C (7.09678, -2.60861, 1.76406)
C (7.67333, -1.37993, 2.00553)
C (6.78372, -0.46836, 1.40335)
N (5.75660, -1.09923, 0.84816)
N (3.82848, -3.51713, 1.85906)
C (3.36285, -4.61271, 2.49086)
C (2.44153, -4.20271, 3.43076)
C (2.41625, -2.79878, 3.28615)
N (3.24787, -2.39790, 2.33500)
H (3.94098, -3.45929, -3.88186)
H (1.99511, -2.04574, -2.52330)
H (5.61627, -4.27880, -1.85827)
H (5.44910, -4.56105, 0.71338)
H (7.41071, -3.60292, 2.04166)
H (8.59004, -1.17335, 2.53263)
H (6.86474, 0.60789, 1.33138)
H (3.72650, -5.59551, 2.23540)
H (1.89121, -4.82206, 4.12163)
H (1.83676, -2.06691, 3.82859)
O (3.48781, 5.10035, 0.68016)
P (4.77797, 4.06576, 0.78766)
O (5.96956, 4.82820, 0.33759)
O (4.34389, 2.79925, 0.13388)
O (4.89403, 3.85987, 2.39775)
P (3.83088, 3.64684, 3.65617)
O (2.70941, 4.78121, 3.30208)
O (4.52956, 4.04017, 4.89931)
O (3.21222, 2.28799, 3.53561)
H (3.88159, 5.98095, 0.71096)
H (2.67390, 4.91270, 2.33649)

Atoms 1-6, force components in eV/Å:
-0.3505 -2.0428 -0.1459
-0.0653 -0.0889 -0.1019
0.0475 0.1637 -0.0573
-0.1234 -0.0130 0.0940
0.0111 0.0429 0.1467
0.0188 -0.0105 -0.0170

Properties
* LUMO level: 3.20 eV
* net charge: -2
* HOMO: -3.23 eV
* energy above the lowest of the compared OMol25 structures with the same formula, charge and spin: 37.3 kcal per mole

---

Below is a molecular structure, C3H7BCl3F5O3Ta at a distorted geometry, with properties calculated with the ωB97M-V functional and the def2-TZVPD basis.

CARTESIAN COORDINATES (ANGSTROEM)
O (-1.79057, 0.08187, -0.23313)
B (-0.42786, 0.11385, -0.87052)
O (-0.11411, -1.00798, -1.77181)
O (0.44745, 1.22889, -0.48215)
Ta (2.52996, 0.74827, -0.52966)
C (2.33860, -1.03564, 0.94025)
F (1.66185, -2.24943, 0.34722)
F (3.75385, -1.49973, 1.20122)
C (1.74219, -0.63743, 2.42990)
F (1.56962, -1.93590, 3.17992)
F (0.42754, 0.04108, 2.40352)
F (2.70351, 0.16692, 3.23036)
H (-1.97276, -0.87323, 0.03569)
H (0.29960, -0.68706, -2.63988)
H (2.38474, -0.32771, -2.04490)
H (2.80630, 2.18372, -1.70158)
H (2.86191, 1.97663, 0.85866)
H (4.36797, 0.47324, -0.58668)
C (-5.00983, 0.67620, -0.78552)
Cl (-5.01556, 0.39472, 0.96384)
Cl (-5.48494, -0.79352, -1.65370)
Cl (-6.08577, 2.02057, -1.20282)
H (-3.99368, 0.94166, -1.08823)

Atoms 1-6, force components in eV/Å:
2.6155 -1.7863 -0.5368
-0.3322 0.7446 0.8241
-0.3481 3.0250 -0.1673
0.0374 -4.0644 -1.5989
-2.6101 1.9512 -0.6714
1.3972 -2.0540 0.7908

Properties
* LUMO level: 2.01 eV
* net charge: -1
* HOMO: -5.94 eV

---

Which value of net charge does entry 1 give?
+1